Formula: C37H48CrFN5PSTe
Source: the OMol25 dataset
Level of theory: ωB97M-V/def2-TZVPD

Output
Molar mass: 824.46 g mol⁻¹
LUMO (alpha / beta): -0.0213 / 0.0066 hartree
DFT total energy: -105150.9117 eV
HOMO level (alpha / beta): -7.347 / -7.646 eV
Multiplicity: 4

The geometry in XYZ format:
```
95
Properties=species:S:1:pos:R:3:mulliken_charge:R:1
Cr -5.593 -13.945 13.876 0.047
C -3.385 -14.217 18.238 -1.515
C -2.998 -13.702 16.815 1.908
C -1.495 -13.820 16.491 -1.183
C -3.488 -12.260 16.727 0.808
C -2.682 -11.235 17.242 -0.210
C -3.042 -9.906 17.137 -1.549
C -4.274 -9.593 16.533 -0.814
C -5.132 -10.554 16.066 0.503
C -6.463 -10.098 15.510 0.465
C -7.459 -9.990 16.673 -1.633
C -7.086 -10.812 14.282 -1.439
C -4.733 -11.881 16.167 -1.797
N -5.536 -13.000 15.609 2.982
C -6.601 -13.369 16.402 0.548
C -6.721 -13.023 17.772 -1.065
C -7.834 -13.446 18.445 -0.766
C -8.925 -14.137 17.870 -1.345
C -8.795 -14.478 16.495 -0.228
C -7.689 -14.067 15.834 -0.483
F -7.598 -14.384 14.460 -0.008
H -3.182 -15.296 18.416 0.352
H -4.433 -14.082 18.431 0.357
H -2.891 -13.533 18.949 0.397
H -3.642 -14.252 16.137 -1.219
H -0.872 -13.433 17.326 0.343
H -1.458 -13.096 15.604 0.116
H -1.262 -14.794 16.062 0.282
H -1.718 -11.434 17.659 0.282
H -2.474 -9.049 17.434 0.430
H -4.481 -8.565 16.380 0.483
H -6.330 -9.102 15.155 0.875
H -7.821 -10.953 16.969 0.283
H -8.316 -9.529 16.268 0.572
H -7.147 -9.409 17.519 0.302
H -7.510 -11.741 14.586 0.199
H -6.464 -10.940 13.401 -0.144
H -7.913 -10.154 14.116 0.561
H -5.927 -12.455 18.270 0.435
H -7.916 -13.132 19.494 0.355
H -9.796 -14.210 18.556 0.352
H -9.564 -14.958 15.969 0.731
C -6.826 -18.535 17.206 -1.203
N -6.279 -17.937 16.027 0.241
C -7.341 -17.654 15.132 -0.576
C -5.489 -16.774 16.174 -1.357
C -4.420 -16.520 15.086 1.203
C -3.372 -17.464 15.167 -1.154
C -2.282 -17.495 14.305 -0.898
C -2.201 -16.497 13.335 -1.223
C -3.160 -15.472 13.351 -1.278
C -4.300 -15.481 14.154 2.495
H -7.350 -19.423 16.885 0.414
H -7.492 -17.867 17.736 0.351
H -6.057 -18.933 17.827 0.354
H -6.963 -17.253 14.205 -0.402
H -8.099 -16.897 15.499 0.097
H -7.828 -18.608 14.829 0.528
H -4.882 -16.898 17.090 0.947
H -6.187 -15.932 16.298 -0.195
H -3.578 -18.276 15.846 0.463
H -1.555 -18.295 14.481 0.340
H -1.389 -16.482 12.618 0.483
H -3.065 -14.818 12.536 0.394
C -8.108 -17.871 11.007 -0.542
N -8.850 -16.526 10.978 0.011
C -8.605 -15.871 9.670 -0.925
N -7.238 -15.767 9.261 0.182
C -6.601 -17.075 9.261 -0.914
N -6.681 -17.723 10.558 0.115
C -5.906 -16.965 11.533 -1.358
P -6.498 -15.318 11.845 1.714
C -8.320 -15.614 12.011 -1.185
C -6.504 -14.765 10.085 -1.065
H -8.654 -18.605 10.469 0.228
H -8.095 -18.194 12.085 0.251
H -9.093 -14.884 9.770 0.418
H -9.000 -16.466 8.836 0.319
H -5.587 -16.967 8.913 0.390
H -7.013 -17.790 8.504 0.286
H -4.908 -16.906 11.092 0.526
H -5.899 -17.527 12.470 0.527
H -8.894 -14.695 11.929 0.420
H -8.518 -16.096 13.001 0.355
H -5.445 -14.680 9.823 0.490
H -7.008 -13.796 9.974 0.408
Te -4.359 -12.400 12.096 -0.138
C -2.581 -11.667 12.955 0.117
C -2.379 -10.407 13.435 0.109
C -1.083 -10.033 13.739 -0.884
C -0.239 -11.083 13.586 -0.145
S -1.042 -12.455 13.054 -0.202
H -3.292 -9.710 13.356 0.206
H -0.685 -9.009 13.966 0.328
H 0.840 -11.266 13.761 0.366
```



Formula: C53H51CaN6P2S2SeTe
Source: the OMol25 dataset
Level of theory: ωB97M-V/def2-TZVPD

Output
Molar mass: 1144.75 g mol⁻¹
LUMO: 0.0561 hartree
DFT total energy: -196056.3266 eV
HOMO level: -3.105 eV
Multiplicity: 1
Charge: -1

The geometry in XYZ format:
```
117
Properties=species:S:1:pos:R:3:mulliken_charge:R:1
Ca 0.501 0.412 0.480 1.188
C -2.604 -0.610 -1.240 -1.856
N -3.165 0.617 -1.809 0.599
C -2.380 1.804 -1.588 -0.861
P -0.583 1.749 -2.121 0.719
C -0.078 3.463 -1.655 0.751
C 1.239 3.809 -1.976 -0.848
C 1.726 5.076 -1.715 -0.730
C 0.910 6.024 -1.108 -0.376
C -0.387 5.690 -0.764 -0.854
C -0.879 4.417 -1.037 -0.254
C -0.671 1.988 -3.933 0.366
C -0.142 1.037 -4.799 -0.189
C -0.246 1.222 -6.171 -0.579
C -0.873 2.347 -6.684 -0.541
C -1.382 3.309 -5.821 -0.568
C -1.275 3.131 -4.452 -0.743
C -4.249 0.606 -2.677 1.508
C -4.475 1.632 -3.607 -0.589
C -5.578 1.608 -4.444 -0.808
C -6.491 0.567 -4.404 -0.599
C -6.270 -0.459 -3.496 -0.627
C -5.180 -0.444 -2.647 -0.365
P -1.312 -1.240 -2.447 1.473
C -0.253 -2.331 -1.413 0.599
C 1.185 -1.889 -1.371 -2.052
C 2.052 -2.637 -0.349 0.724
C 1.709 -4.096 -0.374 -1.306
C 0.464 -4.506 -0.617 -0.907
C -0.574 -3.581 -1.043 -0.356
C -2.340 -2.390 -3.444 1.231
C -2.097 -2.421 -4.814 -0.680
C -2.828 -3.254 -5.647 -0.691
C -3.816 -4.073 -5.120 -0.575
C -4.068 -4.055 -3.756 -1.083
C -3.336 -3.217 -2.929 -0.267
H -3.377 -1.325 -0.974 0.372
H -2.123 -0.349 -0.289 0.476
H -2.350 1.990 -0.507 -0.554
H -2.860 2.666 -2.048 0.901
H 1.883 3.073 -2.447 0.426
H 2.746 5.323 -1.978 0.385
H 1.294 7.014 -0.896 0.361
H -1.028 6.416 -0.279 0.423
H -1.898 4.188 -0.757 0.363
H 0.367 0.162 -4.402 0.031
H 0.169 0.474 -6.834 0.489
H -0.958 2.481 -7.755 0.370
H -1.860 4.198 -6.214 0.415
H -1.657 3.897 -3.785 0.258
H -3.767 2.438 -3.722 0.153
H -5.706 2.416 -5.154 0.370
H -7.343 0.546 -5.070 0.381
H -6.958 -1.294 -3.441 0.371
H -5.056 -1.258 -1.951 0.355
H 1.308 -0.810 -1.254 0.605
H 3.100 -2.490 -0.629 0.848
H 2.477 -4.816 -0.120 0.311
H 0.215 -5.560 -0.563 0.356
H -1.573 -3.967 -1.194 0.351
H -1.312 -1.794 -5.219 0.348
H -2.622 -3.264 -6.710 0.411
H -4.383 -4.729 -5.769 0.364
H -4.836 -4.692 -3.334 0.391
H -3.547 -3.218 -1.866 0.541
S 0.127 -3.673 2.573 -0.308
C -1.432 -3.078 2.915 -0.651
C -1.581 -1.808 2.440 -0.319
C -0.433 -1.264 1.783 -0.273
C 0.586 -2.200 1.770 -0.796
C 2.002 -2.070 1.151 2.489
C 3.019 -2.861 1.948 -1.394
C 4.257 -2.404 2.166 -0.430
C 4.649 -1.088 1.733 -1.152
C 3.650 -0.295 1.251 -1.060
N 2.363 -0.633 1.078 -0.524
H -2.148 -3.688 3.444 0.442
H -2.513 -1.263 2.556 0.410
H 2.736 -3.848 2.292 0.304
H 4.966 -3.029 2.700 0.409
H 5.658 -0.718 1.838 0.390
H 3.875 0.743 0.999 0.773
Te 1.721 -2.220 -3.504 -0.390
N -0.350 1.518 3.840 0.350
C -1.334 2.354 3.466 -0.010
S -1.599 2.717 1.851 -0.005
N -2.049 2.836 4.527 0.233
C -3.259 3.558 4.625 0.655
C -4.112 3.844 3.565 -0.373
C -5.281 4.553 3.812 -0.833
C -5.617 4.980 5.085 -0.455
C -4.766 4.683 6.141 -0.563
C -3.599 3.979 5.913 -0.495
H 0.269 1.166 3.130 -0.616
H -0.067 1.408 4.799 0.216
H -1.685 2.575 5.431 0.200
H -3.872 3.515 2.570 0.362
H -5.938 4.766 2.978 0.379
H -6.530 5.533 5.256 0.385
H -5.008 4.999 7.147 0.366
H -2.941 3.745 6.743 0.312
C 3.362 1.421 3.965 -0.918
N 2.535 2.584 4.259 0.372
C 2.141 2.966 5.520 -0.747
C 1.357 4.058 5.382 -0.568
N 1.282 4.329 4.035 0.450
C 0.494 5.399 3.445 -0.710
C 2.008 3.421 3.332 -0.120
Se 2.191 3.366 1.493 -0.137
H 4.233 1.429 4.617 0.374
H 3.678 1.482 2.929 0.150
H 2.800 0.496 4.098 0.376
H 2.458 2.432 6.398 0.478
H 0.865 4.672 6.114 0.532
H 0.759 6.348 3.910 0.355
H -0.569 5.195 3.582 0.264
H 0.715 5.426 2.381 0.094
```



Formula: C46H39ClGeN3OSTi
Source: the OMol25 dataset
Level of theory: ωB97M-V/def2-TZVPD

Output
Molar mass: 837.84 g mol⁻¹
LUMO (alpha / beta): 0.1504 / 0.1504 hartree
DFT total energy: -157842.5510 eV
HOMO level (alpha / beta): 0.499 / -1.356 eV
Multiplicity: 2
Charge: -2

The geometry in XYZ format:
```
93
Properties=species:S:1:pos:R:3:mulliken_charge:R:1
Ti 0.395 0.150 0.078 -0.924
C -2.676 -0.233 3.224 -0.542
C -1.608 -0.456 2.392 -1.565
N -1.400 0.240 1.232 1.645
C -2.279 1.283 0.967 -0.777
C -3.388 1.583 1.793 1.519
C -3.619 0.762 2.934 -1.720
C -4.168 2.716 1.488 -1.024
C -3.819 3.541 0.436 -0.948
C -2.721 3.252 -0.370 -0.808
C -1.955 2.107 -0.132 0.031
N -0.787 1.726 -0.778 1.407
C -0.363 2.249 -1.947 0.416
C -1.115 2.880 -2.940 -0.704
C -0.509 3.384 -4.101 -0.724
C 0.842 3.307 -4.330 -1.056
C 1.651 2.662 -3.364 1.051
C 3.051 2.504 -3.487 -0.848
C 3.759 1.866 -2.508 -1.159
C 3.068 1.366 -1.387 -0.318
N 1.774 1.495 -1.253 1.017
C 1.053 2.132 -2.204 -0.556
H -2.764 -0.842 4.118 0.466
H -0.848 -1.187 2.628 1.160
H -4.459 0.966 3.586 0.316
H -5.016 2.954 2.121 0.315
H -4.392 4.442 0.242 0.328
H -2.432 3.959 -1.133 0.722
H -2.187 2.945 -2.840 0.703
H -1.145 3.854 -4.845 0.369
H 1.292 3.713 -5.229 0.356
H 3.548 2.895 -4.368 0.364
H 4.831 1.736 -2.582 0.401
H 3.583 0.844 -0.588 0.446
Cl -0.935 6.712 1.758 -0.340
C -0.150 5.136 1.791 0.441
C -0.700 4.107 2.537 -0.791
C -0.081 2.870 2.551 0.268
C 1.087 2.602 1.807 0.481
C 1.655 1.262 1.727 -1.836
C 1.616 3.689 1.083 0.062
C 1.011 4.934 1.066 -0.993
H -1.624 4.260 3.079 0.348
H -0.532 2.065 3.121 0.213
H 1.422 0.641 2.595 0.482
H 2.728 1.264 1.526 0.625
H 2.519 3.538 0.500 0.279
H 1.434 5.744 0.484 0.392
C 0.899 -1.907 1.220 -0.294
Ge -0.119 -3.419 0.632 1.262
C -1.690 -3.303 -0.583 -0.009
C -2.365 -4.516 -0.764 -0.081
C -3.509 -4.609 -1.543 -0.741
C -4.022 -3.470 -2.150 -0.484
C -3.375 -2.257 -1.974 -0.736
C -2.218 -2.175 -1.206 0.095
C 0.965 -4.876 -0.202 -0.248
C 1.973 -5.525 0.514 -0.358
C 2.813 -6.456 -0.083 -1.171
C 2.667 -6.756 -1.430 -0.498
C 1.669 -6.128 -2.162 -0.780
C 0.829 -5.205 -1.552 -0.102
C -1.055 -4.387 2.130 -0.465
C -2.190 -3.812 2.710 -0.227
C -2.887 -4.442 3.731 -0.876
C -2.478 -5.685 4.196 -0.460
C -1.372 -6.288 3.620 -0.725
C -0.676 -5.645 2.601 0.069
H -1.994 -5.414 -0.277 0.331
H -4.005 -5.566 -1.666 0.372
H -4.922 -3.529 -2.753 0.336
H -3.765 -1.358 -2.436 0.431
H -1.710 -1.226 -1.115 0.371
H 2.122 -5.283 1.561 0.602
H 3.590 -6.938 0.500 0.360
H 3.326 -7.473 -1.906 0.348
H 1.550 -6.350 -3.217 0.388
H 0.065 -4.711 -2.142 0.385
H -2.547 -2.853 2.354 0.639
H -3.759 -3.959 4.158 0.423
H -3.023 -6.181 4.992 0.329
H -1.048 -7.267 3.959 0.385
H 0.171 -6.154 2.160 0.273
C 2.993 -2.461 -0.901 -1.154
S 2.443 -1.699 0.671 1.031
C 3.671 -2.545 1.729 -1.260
O 0.472 -0.735 -1.336 -0.703
H 3.967 -2.029 -1.148 0.521
H 3.063 -3.545 -0.850 0.331
H 2.245 -2.135 -1.625 0.157
H 3.490 -3.620 1.723 0.211
H 3.508 -2.144 2.727 0.325
H 4.684 -2.323 1.384 0.406
```



Formula: C29H53F4N3O47S13
Source: the OMol25 dataset
Level of theory: ωB97M-V/def2-TZVPD

Output
Molar mass: 1688.58 g mol⁻¹
LUMO: 0.0012 hartree
SMILES: O=S(=O)(F)N(CCSc1nnco1)CCC(F)(F)F.O=S1(=O)OCCO1.O=S1(=O)OCCO1.O=S1(=O)OCCO1.O=S1(=O)OCCO1.O=S1(=O)OCCO1.O=S1(=O)OCCO1.O=S1(=O)OCCO1.O=S1(=O)OCCO1.O=S1(=O)OCCO1.O=S1(=O)OCCO1.O=S1(=O)OCCO1
DFT total energy: -283352.4770 eV
HOMO level: -9.457 eV
Multiplicity: 1

The geometry in XYZ format:
```
149
Properties=species:S:1:pos:R:3:mulliken_charge:R:1
O 2.676 -3.798 0.738 -0.652
S 2.557 -2.572 0.041 1.056
O 3.414 -1.534 0.453 -0.503
F 2.907 -2.889 -1.443 -0.254
N 1.009 -2.080 -0.105 0.633
C 0.071 -3.183 -0.391 0.688
C -0.668 -2.913 -1.731 -0.786
S -2.421 -3.433 -1.608 -0.210
C -3.087 -2.133 -0.620 0.332
N -3.382 -0.961 -1.002 -0.302
N -3.834 -0.309 0.144 -0.371
C -3.772 -1.130 1.099 -0.319
O -3.301 -2.348 0.692 0.163
C 0.585 -1.210 1.004 -0.597
C -0.035 0.134 0.557 0.109
C 0.711 0.860 -0.524 0.465
F 0.065 2.049 -0.741 -0.305
F 0.739 0.253 -1.706 -0.269
F 1.945 1.218 -0.154 -0.272
H -0.612 -3.389 0.420 -1.117
H 0.643 -4.093 -0.552 0.709
H -0.718 -1.833 -1.814 0.090
H -0.179 -3.374 -2.579 0.430
H -4.002 -1.021 2.139 0.773
H -0.172 -1.684 1.623 -0.096
H 1.396 -0.962 1.681 0.768
H 0.008 0.784 1.428 0.381
H -1.089 0.031 0.311 -0.248
C 8.743 -2.168 -0.387 -0.366
C 7.852 -1.131 -1.029 -0.226
O 6.587 -1.789 -1.186 -0.246
S 6.370 -2.822 0.019 0.913
O 5.558 -2.217 1.005 -0.516
O 6.043 -4.088 -0.535 -0.474
O 7.890 -2.853 0.538 -0.349
H 9.106 -2.891 -1.121 0.299
H 9.589 -1.725 0.132 0.304
H 8.228 -0.796 -1.992 0.242
H 7.709 -0.268 -0.375 0.211
C 2.355 4.587 0.020 -0.132
C 2.772 4.125 -1.354 -0.196
O 3.344 5.296 -1.965 -0.227
S 4.051 6.188 -0.851 1.029
O 5.444 5.913 -0.846 -0.460
O 3.553 7.514 -0.962 -0.617
O 3.397 5.492 0.430 -0.380
H 1.415 5.143 -0.014 0.187
H 2.261 3.766 0.723 0.266
H 1.934 3.758 -1.939 0.245
H 3.545 3.356 -1.300 0.267
C 9.110 4.510 -1.569 -0.367
C 8.201 3.485 -0.930 -0.112
O 8.463 2.276 -1.658 -0.221
S 9.996 2.249 -2.119 1.105
O 10.730 1.474 -1.185 -0.549
O 10.037 1.993 -3.511 -0.547
O 10.322 3.793 -1.857 -0.318
H 8.697 4.878 -2.510 0.300
H 9.315 5.350 -0.912 0.328
H 7.152 3.753 -1.001 0.103
H 8.464 3.317 0.117 0.293
C 2.266 6.295 -6.428 -0.343
C 1.376 7.394 -5.890 -0.242
O 0.145 6.733 -5.568 -0.322
S 0.453 5.234 -5.088 1.021
O 0.478 5.205 -3.670 -0.364
O -0.348 4.346 -5.841 -0.584
O 1.965 5.156 -5.612 -0.306
H 2.019 6.051 -7.463 0.274
H 3.322 6.542 -6.356 0.319
H 1.204 8.186 -6.614 0.373
H 1.785 7.823 -4.972 0.174
C -0.823 -4.211 4.539 -0.167
C -0.753 -5.727 4.525 -0.496
O -1.758 -6.124 3.577 -0.344
S -1.874 -5.011 2.433 1.105
O -1.103 -5.431 1.317 -0.561
O -3.227 -4.621 2.310 -0.510
O -1.065 -3.853 3.177 -0.272
H -1.665 -3.843 5.128 0.158
H 0.095 -3.750 4.892 0.332
H -0.954 -6.167 5.497 0.344
H 0.217 -6.075 4.162 0.325
C 0.279 7.994 -1.102 0.147
C -0.022 9.184 -1.983 -0.102
O -1.420 9.431 -1.785 -0.345
S -1.824 9.046 -0.280 1.143
O -1.827 10.222 0.511 -0.550
O -2.938 8.173 -0.328 -0.546
O -0.509 8.203 0.079 -0.300
H -0.048 7.063 -1.572 0.039
H 1.334 7.920 -0.851 0.030
H 0.187 8.991 -3.032 0.152
H 0.530 10.069 -1.659 0.344
C -9.140 -0.681 0.395 -0.340
C -8.381 0.500 -0.165 -0.231
O -7.876 1.182 0.998 -0.381
S -7.555 0.115 2.142 0.926
O -6.173 -0.195 2.097 -0.213
O -8.195 0.528 3.338 -0.615
O -8.353 -1.119 1.512 -0.288
H -10.125 -0.386 0.764 0.280
H -9.249 -1.483 -0.330 0.250
H -9.011 1.163 -0.751 0.352
H -7.531 0.177 -0.768 0.238
C -2.318 1.983 5.025 -0.399
C -3.342 1.071 5.666 -0.383
O -3.143 -0.196 5.025 -0.080
S -1.606 -0.366 4.659 0.817
O -0.973 -1.142 5.665 -0.672
O -1.512 -0.707 3.282 -0.377
O -1.156 1.159 4.847 -0.361
H -2.649 2.324 4.042 0.290
H -2.079 2.844 5.645 0.339
H -4.360 1.416 5.516 0.349
H -3.155 0.943 6.734 0.313
C -8.024 -2.108 6.611 -0.312
C -7.200 -2.939 7.571 -0.447
O -6.043 -3.317 6.815 -0.305
S -5.679 -2.148 5.778 1.297
O -4.656 -1.334 6.328 -0.573
O -5.555 -2.716 4.488 -0.528
O -7.061 -1.346 5.873 -0.285
H -8.574 -2.736 5.909 0.307
H -8.717 -1.445 7.123 0.316
H -7.729 -3.821 7.923 0.319
H -6.869 -2.348 8.429 0.273
C -5.641 -4.331 -3.768 -0.172
C -5.840 -3.128 -4.660 -0.310
O -7.234 -2.807 -4.517 -0.357
S -7.716 -3.169 -3.033 1.072
O -7.694 -1.991 -2.239 -0.397
O -8.873 -3.981 -3.124 -0.600
O -6.465 -4.076 -2.620 -0.276
H -5.996 -5.248 -4.245 0.304
H -4.603 -4.454 -3.470 0.141
H -5.599 -3.331 -5.699 0.328
H -5.256 -2.273 -4.312 0.265
C 5.417 -6.358 -2.726 0.178
C 4.493 -7.367 -2.086 -0.318
O 4.742 -8.587 -2.803 -0.345
S 6.279 -8.636 -3.254 1.093
O 7.009 -9.411 -2.319 -0.533
O 6.327 -8.903 -4.645 -0.546
O 6.621 -7.092 -3.002 -0.292
H 5.014 -5.994 -3.674 0.287
H 5.625 -5.517 -2.072 -0.028
H 3.446 -7.087 -2.167 0.277
H 4.745 -7.529 -1.037 0.343
```